(1)
A molecular structure, C14H32AgN2O9 in a non-equilibrium geometry. Source: the OMol25 dataset; level of theory: ωB97M-V/def2-TZVPD.

The geometry in XYZ format:
```
58
Properties=species:S:1:pos:R:3
Ag -2.259 24.482 15.574
C -5.392 27.946 15.850
C -4.916 26.496 16.130
O -4.125 26.019 15.261
O -5.277 26.019 17.212
H -5.012 28.543 16.689
H -6.478 28.000 15.878
H -4.865 28.362 14.988
C -2.700 24.121 11.435
C -3.330 23.074 12.387
O -3.964 22.143 11.842
O -3.143 23.282 13.611
H -3.052 23.936 10.416
H -1.610 24.070 11.498
H -3.008 25.140 11.689
C -0.716 26.010 19.603
C -0.942 25.459 18.196
O -0.008 25.620 17.373
O -2.027 24.852 17.999
H 0.190 26.613 19.631
H -0.796 25.231 20.365
H -1.537 26.682 19.895
O -3.563 22.922 16.492
H -3.031 22.232 16.914
C -1.613 27.991 14.886
C -1.624 26.959 13.769
C -1.041 27.589 12.494
O -0.348 26.645 11.724
C -0.268 26.980 10.376
N -0.858 25.782 14.232
H -1.965 27.545 15.817
H -2.208 28.875 14.658
H -0.565 28.256 15.087
H -2.653 26.658 13.574
H -0.419 28.471 12.736
H -1.854 28.022 11.886
H 0.369 26.243 9.881
H 0.152 27.980 10.203
H -1.250 26.899 9.886
H -0.615 25.283 13.376
H 0.051 26.097 14.569
C -0.421 21.986 17.785
C 0.261 22.262 16.463
C 1.140 21.070 16.056
O 1.414 21.087 14.669
C 1.588 19.824 14.100
N -0.780 22.571 15.441
H -1.091 22.805 18.048
H 0.327 21.823 18.572
H -0.966 21.038 17.704
H 0.931 23.126 16.491
H 0.593 20.151 16.327
H 2.070 21.069 16.643
H 2.210 19.174 14.729
H 2.107 19.954 13.147
H 0.633 19.335 13.873
H -0.350 22.269 14.569
H -1.541 21.902 15.572
```

* energy relative to the best compared isomer or geometry (same formula, charge and spin): 0.0 kcal per mole
* 2S+1: 2
* total charge: -2
* LUMO energy (spin up / spin down): 0.1659 / 0.1659 Eh


(2)
9 unconnected molecules or ions with the total composition C14H32BBr10N3O8 in a non-equilibrium geometry. Source: the OMol25 dataset; level of theory: ωB97M-V/def2-TZVPD.

The geometry in XYZ format:
```
68
Properties=species:S:1:pos:R:3
N -10.152 -0.434 -6.213
H -10.405 -1.323 -5.806
H -10.709 0.394 -6.055
H -9.933 -0.488 -7.197
H -9.216 -0.271 -5.870
N -7.765 1.877 -8.284
H -8.088 1.295 -9.045
H -8.521 2.420 -7.893
H -7.009 2.492 -8.552
H -7.612 1.328 -7.450
N -12.373 5.969 -9.559
H -13.038 6.703 -9.361
H -11.472 6.412 -9.448
H -12.471 5.497 -10.446
H -12.155 5.393 -8.758
O -9.802 -0.267 -8.840
C -10.754 -0.045 -9.548
O -10.858 0.896 -10.373
B -12.213 1.014 -10.963
O -12.925 -0.141 -10.358
C -12.092 -0.791 -9.496
O -12.387 -1.840 -8.861
O -12.797 2.413 -10.743
C -12.664 3.116 -11.829
O -12.983 4.350 -11.953
C -12.289 2.068 -12.962
O -12.086 0.907 -12.414
O -12.186 2.300 -14.130
Br -8.937 3.673 -11.156
C -9.102 3.617 -13.188
C -9.001 2.199 -13.792
Br -9.239 2.285 -15.780
H -8.261 4.155 -13.626
H -9.934 4.222 -13.549
H -9.668 1.438 -13.389
H -7.943 1.994 -13.624
Br -17.259 1.570 -14.085
C -15.422 1.486 -14.784
C -15.371 0.938 -16.288
Br -13.528 0.875 -17.053
H -14.813 0.840 -14.151
H -15.095 2.524 -14.711
H -15.906 1.626 -16.944
H -15.726 -0.065 -16.525
Br -11.673 5.757 -16.668
C -11.883 4.031 -17.680
C -13.127 4.133 -18.597
Br -12.706 5.430 -20.030
H -11.966 3.277 -16.897
H -10.971 3.767 -18.216
H -14.025 4.545 -18.137
H -13.292 3.159 -19.058
Br -16.463 -1.256 -8.220
C -15.281 -0.180 -6.990
C -14.671 -1.297 -6.051
Br -13.495 -0.424 -4.616
H -15.852 0.486 -6.343
H -14.487 0.341 -7.526
H -14.032 -1.957 -6.638
H -15.440 -1.797 -5.463
Br -10.983 -1.845 -16.141
C -11.295 -2.138 -14.185
C -12.812 -2.121 -14.032
Br -13.424 -2.594 -12.282
H -10.764 -1.353 -13.648
H -10.812 -3.003 -13.728
H -13.313 -2.773 -14.748
H -13.234 -1.136 -14.234
```

* 2S+1: 2
* total charge: +3
* LUMO energy (spin up / spin down): -0.3193 / -0.4518 Eh


(3)
6 unconnected molecules or ions with the total composition C14H32BBrF3IN5O7P. Source: the OMol25 dataset; level of theory: ωB97M-V/def2-TZVPD.

The geometry in XYZ format:
```
65
Properties=species:S:1:pos:R:3
O 2.167 0.430 2.992
P 2.539 -0.357 1.607
I 1.414 1.045 -0.037
B 1.388 -1.890 1.633
Br 1.659 -3.116 0.167
C 0.337 -2.244 2.726
C -0.998 -2.725 2.128
O -2.119 -2.234 2.852
C -2.751 -1.129 2.314
C -2.248 0.198 2.880
F -1.301 0.757 2.089
F -3.275 1.095 2.953
F -1.722 0.067 4.120
H 2.541 -0.067 3.733
H 0.759 -3.013 3.366
H 0.160 -1.377 3.351
H -1.062 -2.459 1.080
H -1.042 -3.801 2.199
H -2.675 -1.075 1.232
H -3.802 -1.173 2.571
C 6.131 0.493 4.238
C 4.898 0.515 5.104
N 4.846 1.474 6.057
O 3.989 -0.285 4.956
H 5.829 0.622 3.200
H 6.615 -0.476 4.342
H 6.842 1.275 4.501
H 5.578 2.144 6.195
H 4.030 1.513 6.642
C 2.839 4.469 -4.665
C 2.460 4.027 -3.272
N 1.182 3.577 -3.123
O 3.232 4.067 -2.335
H 3.683 3.870 -5.003
H 3.135 5.513 -4.635
H 2.023 4.367 -5.375
H 0.526 3.544 -3.879
H 0.895 3.270 -2.211
C -2.897 -6.845 0.685
C -2.182 -5.746 -0.064
N -2.963 -4.996 -0.889
O -0.993 -5.529 0.066
H -2.777 -6.677 1.754
H -2.440 -7.799 0.429
H -3.960 -6.885 0.449
H -3.954 -5.160 -1.004
H -2.521 -4.256 -1.407
C 2.432 7.534 -8.620
C 2.271 7.615 -7.120
N 2.808 8.711 -6.521
O 1.700 6.755 -6.479
H 1.445 7.486 -9.076
H 2.974 6.624 -8.866
H 2.969 8.388 -9.032
H 3.286 9.431 -7.026
H 2.717 8.793 -5.523
C -7.281 -4.570 1.691
C -6.083 -4.502 0.779
N -5.100 -3.639 1.126
O -5.982 -5.191 -0.225
H -7.382 -5.587 2.063
H -8.172 -4.318 1.119
H -7.200 -3.890 2.538
H -5.122 -3.061 1.944
H -4.298 -3.597 0.517
```

* energy relative to the best compared isomer or geometry (same formula, charge and spin): 0.0 kcal per mole
* LUMO energy: -0.0099 Eh


(4)
7 unconnected molecules or ions with the total composition C14H32Br10O2 in a non-equilibrium geometry. Source: the OMol25 dataset; level of theory: ωB97M-V/def2-TZVPD.

The geometry in XYZ format:
```
58
Properties=species:S:1:pos:R:3
Br 1.494 -4.694 2.821
C 1.051 -4.249 0.943
C -0.353 -3.646 0.911
Br -0.665 -3.190 -0.961
H 1.061 -5.156 0.347
H 1.771 -3.544 0.542
H -0.353 -2.710 1.457
H -1.092 -4.383 1.196
Br -2.878 -1.185 -3.609
C -3.289 -3.109 -3.824
C -4.027 -3.607 -2.603
Br -4.646 -5.440 -2.948
H -2.362 -3.660 -3.951
H -3.904 -3.188 -4.713
H -4.941 -3.070 -2.371
H -3.398 -3.647 -1.721
Br 0.519 -3.436 -4.476
C 0.933 -1.814 -3.491
C 1.963 -1.039 -4.274
Br 2.570 0.510 -3.249
H 1.294 -2.024 -2.487
H -0.032 -1.317 -3.391
H 1.604 -0.695 -5.237
H 2.772 -1.755 -4.424
Br -1.358 4.242 2.045
C -1.879 5.005 0.276
C -3.320 4.674 0.005
Br -3.762 5.391 -1.771
H -1.223 4.545 -0.464
H -1.627 6.061 0.238
H -3.954 5.183 0.724
H -3.521 3.610 -0.031
Br -0.606 2.693 -2.769
C -0.737 1.109 -1.581
C -0.271 1.588 -0.225
Br -0.612 0.139 1.092
H -0.126 0.376 -2.089
H -1.786 0.850 -1.517
H -0.869 2.460 0.040
H 0.754 1.936 -0.135
C 1.353 0.152 4.073
C 1.423 -0.554 5.409
O 1.263 0.351 6.481
H 0.513 0.836 3.974
H 1.239 -0.587 3.275
H 2.270 0.681 3.804
H 2.356 -1.124 5.504
H 0.670 -1.351 5.461
H 0.662 0.035 7.153
C 3.392 1.625 0.542
C 2.722 2.720 1.358
O 3.695 3.427 2.137
H 4.004 1.019 1.213
H 4.127 2.046 -0.146
H 2.637 1.060 0.002
H 1.984 2.339 2.072
H 2.255 3.443 0.677
H 3.234 4.069 2.682
```

* energy relative to the best compared isomer or geometry (same formula, charge and spin): 0.0 kcal per mole
* LUMO energy: 0.0081 Eh


(5)
A molecular structure, C14H32CaO16V3 in a non-equilibrium geometry. Source: the OMol25 dataset; level of theory: ωB97M-V/def2-TZVPD.

The geometry in XYZ format:
```
66
Properties=species:S:1:pos:R:3
O -3.234 -0.712 -0.792
V -2.188 -1.748 -0.110
O -2.747 -3.176 -0.175
O 4.081 -0.051 2.131
V 3.653 -1.342 1.360
O 3.893 -1.204 -0.222
O 1.464 -3.970 -0.917
V 1.189 -4.379 0.627
O -0.211 -5.134 0.715
Ca 0.486 -1.813 3.322
C 0.487 -1.197 0.574
O -0.141 -2.283 0.808
O 1.446 -0.819 1.311
O -0.211 -0.487 -0.205
C 2.654 -3.570 2.816
O 2.818 -2.415 3.321
O 3.100 -3.542 1.605
O 1.404 -3.887 2.799
C 1.360 1.915 6.102
C 1.008 1.362 4.725
C 1.738 2.098 3.605
O 1.318 -0.053 4.647
H 0.761 1.387 6.847
H 1.212 2.988 6.151
H 2.391 1.639 6.347
H -0.058 1.508 4.528
H 2.803 2.204 3.842
H 1.347 3.096 3.421
H 1.751 1.572 2.648
H 2.223 -0.086 5.002
C 0.867 2.593 -3.406
C -0.275 1.633 -3.132
C -1.079 1.393 -4.411
O 0.246 0.364 -2.729
H 1.602 2.095 -4.039
H 1.329 2.915 -2.471
H 0.542 3.506 -3.909
H -0.918 2.063 -2.359
H -0.441 0.919 -5.155
H -1.600 2.307 -4.706
H -1.933 0.723 -4.254
H 0.192 0.307 -1.764
C -0.956 -3.946 -3.761
C -1.579 -2.560 -3.592
C -3.092 -2.657 -3.783
O -1.305 -2.095 -2.250
H -0.947 -4.168 -4.831
H -1.541 -4.681 -3.211
H 0.078 -3.995 -3.421
H -1.231 -1.858 -4.353
H -3.471 -3.513 -3.223
H -3.309 -2.821 -4.840
H -3.615 -1.749 -3.485
H -0.615 -1.411 -2.397
C -1.055 4.370 0.187
C -0.625 3.101 0.897
C -1.772 2.171 1.244
O 0.381 2.441 0.140
H -1.766 4.858 0.855
H -1.665 4.104 -0.684
H -0.217 4.973 -0.144
H -0.204 3.423 1.862
H -2.613 2.714 1.676
H -1.426 1.424 1.970
H -2.125 1.666 0.340
H 0.342 1.492 0.308
```

* total charge: +1
* LUMO energy: -0.1903 Eh


(6)
A molecular structure, C14H32Cl12O5 in a non-equilibrium geometry. Source: the OMol25 dataset; level of theory: ωB97M-V/def2-TZVPD.

The geometry in XYZ format:
```
63
Properties=species:S:1:pos:R:3
C -28.682 25.545 12.599
C -27.399 25.763 11.750
C -27.937 25.508 10.333
O -28.994 24.596 10.494
C -29.332 24.366 11.911
H -29.411 26.322 12.368
H -28.689 25.507 13.688
H -26.698 24.975 12.026
H -26.922 26.725 11.939
H -27.109 25.053 9.788
H -28.176 26.462 9.863
H -28.950 23.430 12.317
H -30.407 24.541 11.959
C -29.523 16.126 11.368
C -29.260 17.644 11.592
O -29.419 17.854 13.020
O -30.861 15.741 11.658
H -28.818 15.489 11.902
H -29.332 15.796 10.347
H -29.915 18.205 10.925
H -28.276 18.030 11.326
H -28.678 17.401 13.429
H -30.994 16.438 12.305
C -26.137 31.380 5.687
C -25.559 32.662 6.306
O -26.489 33.227 7.359
O -27.137 31.459 4.662
H -26.513 30.686 6.440
H -25.274 31.000 5.140
H -25.435 33.432 5.544
H -24.587 32.388 6.715
H -27.362 33.343 6.977
H -27.989 31.606 5.080
C -34.279 23.492 7.072
Cl -33.901 23.221 5.334
Cl -35.356 24.932 7.246
H -34.792 22.581 7.381
H -33.313 23.622 7.559
C -33.684 24.559 18.734
Cl -34.386 24.852 17.094
Cl -31.984 24.850 18.421
H -34.084 25.201 19.519
H -33.794 23.493 18.932
C -21.631 25.492 10.704
Cl -22.383 26.723 9.613
Cl -22.435 23.887 10.715
H -20.571 25.300 10.539
H -21.877 25.993 11.641
C -32.469 30.363 6.584
Cl -31.587 31.807 6.975
Cl -31.485 28.858 6.546
H -33.350 30.316 7.224
H -32.678 30.543 5.530
C -25.493 24.512 4.003
Cl -25.400 23.138 5.049
Cl -24.130 25.656 4.212
H -25.606 24.208 2.962
H -26.401 25.053 4.267
C -32.459 30.782 14.330
Cl -32.451 31.088 12.513
Cl -31.190 31.550 15.222
H -33.458 31.148 14.567
H -32.516 29.696 14.402
```

* LUMO energy: 0.0099 Eh


(7)
6 unconnected molecules or ions with the total composition C14H32Cl2FN4O4 in a non-equilibrium geometry. Source: the OMol25 dataset; level of theory: ωB97M-V/def2-TZVPD.

The geometry in XYZ format:
```
57
Properties=species:S:1:pos:R:3
F 0.031 0.166 -0.159
C -2.250 2.814 -2.219
C -1.083 2.363 -3.088
O -0.988 2.960 -4.188
N -0.245 1.414 -2.672
C 0.945 1.014 -3.308
H -2.658 1.980 -1.649
H -3.035 3.263 -2.828
H -1.803 3.553 -1.554
H -0.348 1.055 -1.734
H 1.702 0.754 -2.568
H 1.354 1.771 -3.977
H 0.831 0.092 -3.878
C 3.674 -0.065 -0.305
C 3.487 1.241 0.453
O 4.435 2.032 0.535
N 2.258 1.491 0.990
C 1.984 2.702 1.715
H 4.176 -0.733 0.395
H 4.207 0.005 -1.253
H 2.739 -0.566 -0.557
H 1.465 0.959 0.660
H 0.918 2.886 1.579
H 2.490 3.515 1.195
H 2.301 2.653 2.757
C -2.542 1.972 1.596
C -2.962 0.552 1.919
O -4.068 0.397 2.428
N -2.214 -0.453 1.530
C -2.540 -1.849 1.632
H -1.938 2.320 2.433
H -3.451 2.567 1.505
H -1.964 1.958 0.672
H -1.407 -0.158 1.001
H -3.504 -1.947 1.133
H -2.562 -2.086 2.696
H -1.743 -2.449 1.193
C 1.899 -3.074 0.557
C 1.622 -2.581 1.943
O 2.023 -3.196 2.900
N 1.007 -1.440 2.042
C 0.686 -0.747 3.279
H 1.360 -2.462 -0.166
H 1.455 -4.067 0.485
H 2.944 -3.205 0.277
H 0.749 -0.993 1.174
H -0.370 -0.838 3.533
H 0.813 0.333 3.203
H 1.183 -1.045 4.202
Cl -0.181 -3.602 -3.108
C -0.636 -2.277 -2.098
C -2.048 -1.748 -2.243
Cl -3.340 -2.851 -1.850
H 0.024 -1.419 -2.222
H -0.557 -2.695 -1.095
H -2.195 -1.390 -3.261
H -2.129 -0.846 -1.636
```

* energy relative to the best compared isomer or geometry (same formula, charge and spin): 0.0 kcal per mole
* total charge: -1
* LUMO energy: 0.0959 Eh


(8)
A molecular structure, C14H32LiNO14P in a non-equilibrium geometry. Source: the OMol25 dataset; level of theory: ωB97M-V/def2-TZVPD.

The geometry in XYZ format:
```
63
Properties=species:S:1:pos:R:3
C -38.965 1.154 39.974
N -38.462 1.970 38.771
C -39.245 1.423 37.598
C -38.886 3.359 39.013
C -37.009 1.711 38.770
C -36.187 2.337 37.597
O -34.840 2.045 37.701
H -38.430 1.282 40.851
H -38.988 0.085 39.754
H -39.739 1.371 40.243
H -40.241 1.652 37.858
H -39.474 0.441 37.484
H -38.989 1.674 36.656
H -38.463 3.716 39.950
H -39.879 3.607 38.868
H -38.415 3.937 38.171
H -36.680 0.716 38.713
H -36.540 2.134 39.745
H -36.345 3.367 37.726
H -36.504 2.078 36.628
H -34.652 1.346 37.016
Li -35.081 1.274 34.511
P -35.129 -0.720 35.453
O -34.798 -0.577 34.081
O -34.159 0.550 35.952
O -35.069 -2.016 36.096
O -36.334 0.054 35.389
C -40.149 5.878 36.087
O -40.091 4.969 34.930
C -39.203 4.128 34.741
O -38.208 4.052 35.538
O -39.241 3.365 33.746
C -38.444 2.196 33.803
H -40.773 6.731 36.046
H -39.180 6.163 36.385
H -40.441 5.248 37.121
H -37.410 2.479 33.623
H -38.302 1.633 32.906
H -38.606 1.464 34.446
C -28.638 4.977 36.807
O -30.026 4.982 36.759
C -30.747 4.146 35.961
O -30.178 3.292 35.235
O -32.143 4.325 36.097
C -32.863 3.416 35.422
H -28.512 3.826 36.753
H -28.092 5.302 37.725
H -28.167 5.473 36.205
H -32.855 2.427 35.522
H -32.654 3.583 34.335
H -33.886 3.606 35.500
C -35.535 5.343 31.949
O -35.373 4.072 31.254
C -35.022 2.944 31.942
O -34.799 2.833 33.118
O -34.900 2.013 30.923
C -34.560 0.620 31.380
H -36.406 5.338 32.731
H -35.742 6.073 31.278
H -34.694 5.678 32.335
H -35.404 -0.105 31.695
H -33.810 0.741 31.956
H -33.949 0.190 30.689
```

* energy relative to the best compared isomer or geometry (same formula, charge and spin): 137.2 kcal per mole
* total charge: -1
* LUMO energy: 0.0568 Eh